A) {
  "formula": "C2H7N3O",
  "method": "ωB97M-V with the def2-TZVPD basis set",
  "homo_energy_ev": -8.45,
  "charge": 0,
  "gap_ev": 9.5,
  "smiles": "NN[C@@]1(N)CO1",
  "elements": ["C", "C", "N", "N", "O", "N", "H", "H", "H", "H", "H", "H", "H"],
  "coordinates": [[-1.440, -0.745, -0.499], [-0.427, 0.138, 0.150], [1.953, 0.035, -0.095], [-0.437, 1.499, -0.069], [-1.618, -0.645, 0.876], [0.787, -0.397, 0.572], [0.670, -1.357, 0.897], [2.698, 0.114, 0.591], [2.240, -0.624, -0.815], [-1.362, 1.903, -0.106], [0.220, 2.011, 0.505], [-2.187, -0.227, -1.109], [-1.100, -1.705, -0.899]]
}

=====

B) {
  "formula": "C2H7N3O",
  "method": "ωB97M-V with the def2-TZVPD basis set",
  "homo_energy_ev": -8.81,
  "charge": 0,
  "gap_ev": 8.9,
  "elements": ["C", "N", "N", "C", "O", "N", "H", "H", "H", "H", "H", "H", "H"],
  "coordinates": [[-0.079, 0.902, -0.699], [1.119, 0.879, 0.162], [0.814, 0.745, 1.375], [-0.781, -0.424, -0.480], [0.868, -1.321, -0.583], [-1.230, -0.572, 0.764], [1.254, -1.299, -1.469], [1.641, 0.708, 1.972], [-0.274, 0.005, 1.460], [-1.579, -1.504, 0.959], [0.262, 1.013, -1.724], [-0.721, 1.741, -0.409], [-1.295, -0.871, -1.329]]
}

=====

Which structure is the least stable? The one labeled B).

=====

A) {
  "formula": "C2H7N3O",
  "method": "ωB97M-V with the def2-TZVPD basis set",
  "homo_energy_ev": [-7.80, -7.81],
  "charge": 0,
  "gap_ev": [7.9, 7.9],
  "elements": ["N", "C", "N", "N", "C", "O", "H", "H", "H", "H", "H", "H", "H"],
  "coordinates": [[-1.582, -0.094, -0.856], [0.702, 0.220, -0.208], [0.644, -0.845, 0.589], [1.853, 0.929, -0.332], [-0.513, 0.671, -0.799], [-1.914, -0.755, 1.084], [-2.771, -1.162, 0.921], [-1.331, -1.076, -0.923], [-0.350, -1.059, 1.005], [2.567, 0.878, 0.376], [1.479, -1.203, 1.025], [1.843, 1.763, -0.895], [-0.625, 1.734, -0.988]]
}

=====

B) {
  "formula": "C2H7N3O",
  "method": "ωB97M-V with the def2-TZVPD basis set",
  "homo_energy_ev": -8.41,
  "charge": 0,
  "gap_ev": 9.4,
  "smiles": "[H]/N=C/N.NC=O",
  "elements": ["N", "C", "N", "H", "H", "H", "H", "C", "N", "O", "H", "H", "H"],
  "coordinates": [[-1.442, 1.334, 0.634], [-1.223, 1.440, -0.701], [-1.016, 0.381, -1.421], [-1.072, 2.127, 1.174], [-1.073, 0.426, 0.973], [-1.184, 2.402, -1.208], [-1.607, 0.179, -2.237], [1.405, -1.296, 0.778], [1.698, -1.101, -0.540], [0.466, -0.822, 1.361], [2.239, -1.825, 1.301], [1.058, -0.527, -1.081], [2.559, -1.499, -0.972]]
}

=====

Which structure is the least stable? The one labeled A).

=====

A) {
  "formula": "C3H3IO2S",
  "method": "ωB97M-V with the def2-TZVPD basis set",
  "homo_energy_ev": -9.39,
  "charge": 0,
  "gap_ev": 9.3,
  "smiles": "O=C1CS[C@H](I)O1",
  "elements": ["C", "C", "C", "O", "O", "S", "I", "H", "H", "H"],
  "coordinates": [[0.021, -1.161, 0.239], [-1.144, -0.206, 0.444], [1.048, 0.850, -0.227], [-0.029, -2.345, 0.322], [1.169, -0.502, -0.048], [-0.404, 1.423, 0.681], [0.910, 1.278, -2.396], [-1.786, -0.211, -0.441], [-1.729, -0.492, 1.315], [1.944, 1.365, 0.111]]
}

=====

B) {
  "formula": "C3H3IO2S",
  "method": "ωB97M-V with the def2-TZVPD basis set",
  "homo_energy_ev": -7.31,
  "charge": 0,
  "gap_ev": 7.0,
  "elements": ["C", "C", "C", "O", "O", "S", "I", "H", "H", "H"],
  "coordinates": [[1.025, -0.155, -2.148], [1.907, -1.820, -3.880], [-0.031, -0.327, -0.047], [1.046, 0.934, -2.560], [0.599, -0.924, -1.193], [1.938, -3.356, -3.702], [2.250, -0.481, -5.366], [-0.094, -0.987, 0.793], [-1.101, 0.182, -0.217], [0.557, 0.552, 0.507]]
}

=====

Which structure is the least stable? The one labeled B).